No. 1
ORCA calculation (wB97M-V/def2-TZVPD) on a molecular structure, C28H20F6MgN2O5S8.

ORCA input file:
```
! RIJCOSX wB97M-V def2-TZVPD def2/J DEFGRID3
* xyz -2 1
Mg -2.19 0.38 -0.67
S -7.48 0.24 4.59
C -6.39 0.27 3.31
S -5.59 1.69 2.78
C -4.67 1.00 1.46
C -4.83 -0.33 1.27
S -4.04 -1.31 0.09
S -5.95 -1.09 2.39
S -3.63 2.06 0.56
F 1.87 1.75 -5.89
C 0.83 2.32 -5.27
F -0.22 1.51 -5.38
F 0.55 3.46 -5.92
S 1.25 2.65 -3.50
O 1.49 1.36 -2.94
O 2.32 3.60 -3.56
N -0.07 3.35 -3.03
S -1.20 2.86 -2.08
O -2.18 1.96 -2.63
O -0.81 2.46 -0.76
C -2.05 4.50 -1.93
F -1.36 5.30 -1.12
F -3.27 4.34 -1.43
F -2.16 5.09 -3.12
C 0.32 -1.86 -3.68
C 1.09 -2.66 -2.84
C 0.84 -2.64 -1.48
C -0.17 -1.82 -0.96
C -0.94 -0.98 -1.78
C -0.66 -1.04 -3.15
C -0.43 -1.83 0.50
C -0.19 -3.00 1.26
C -0.50 -3.03 2.58
C -1.04 -1.88 3.20
C -1.39 -1.83 4.56
C -1.92 -0.69 5.10
C -2.11 0.44 4.29
C -1.77 0.43 2.96
C -1.24 -0.74 2.38
N -0.94 -0.74 1.04
H 0.51 -1.85 -4.75
H 1.88 -3.28 -3.25
H 1.45 -3.25 -0.82
H -1.23 -0.41 -3.83
H 0.19 -3.88 0.76
H -0.35 -3.93 3.17
H -1.23 -2.71 5.17
H -2.21 -0.66 6.14
H -2.55 1.34 4.71
H -1.95 1.29 2.33
C 4.82 -3.07 -0.93
C 4.07 -1.95 -0.26
C 3.70 -0.82 -0.97
C 2.97 0.20 -0.37
C 2.60 0.07 0.96
C 2.94 -1.06 1.69
C 3.68 -2.05 1.08
S 1.53 1.26 1.78
C 2.40 2.77 1.27
O 1.78 1.09 3.24
H 4.89 -2.91 -2.00
H 4.33 -4.03 -0.76
H 5.84 -3.15 -0.53
H 3.94 -0.73 -2.02
H 2.65 1.05 -0.96
H 2.63 -1.14 2.72
H 3.95 -2.95 1.64
H 3.47 2.68 1.45
H 1.96 3.55 1.89
H 2.18 2.97 0.23
*
```

As for the energy: -151015.2381 eV. Its molar mass is 859.3 g mol⁻¹. Its max |F| is 0.9 eV Å⁻¹.

---

No. 2
ORCA calculation (wB97M-V/def2-TZVPD) on 13 unconnected molecules or ions with the total composition C51H76BrN4O39 at a distorted geometry.

ORCA input file:
```
! RIJCOSX wB97M-V def2-TZVPD def2/J DEFGRID3
* xyz 1 1
C -3.63 3.84 1.64
C -2.51 2.92 1.83
C -1.72 2.38 0.55
Br -3.08 2.67 -0.91
N -1.31 0.96 0.53
C -2.34 -0.09 0.81
C -1.91 -1.04 2.02
C -0.34 -1.29 2.15
C -2.60 -2.49 1.79
C -0.36 0.72 -0.53
N -0.16 -0.43 -1.18
N 0.35 2.02 -0.67
C 0.41 2.27 -2.15
N 1.63 1.52 -2.64
C -0.27 3.02 0.22
C -0.50 4.54 -0.23
O 0.58 5.44 0.04
C 1.74 5.18 -0.77
C 0.67 2.88 1.55
O 0.39 3.86 2.57
C 1.36 3.56 3.61
C 2.79 4.26 3.46
O 1.05 2.78 4.53
H -3.49 4.97 1.49
H -4.69 3.42 1.58
H -2.22 2.67 2.91
H -3.34 0.42 1.08
H -2.55 -0.70 -0.14
H -2.34 -0.64 3.01
H -0.11 -1.66 3.22
H 0.31 -0.37 1.99
H -0.01 -2.12 1.42
H -3.65 -2.53 2.23
H -2.57 -2.72 0.68
H -1.93 -3.26 2.31
H 0.36 -1.18 -0.70
H -0.47 -0.56 -2.16
H 0.58 3.35 -2.46
H -0.51 1.79 -2.65
H 1.64 1.48 -3.67
H 2.45 2.10 -2.37
H -1.41 4.96 0.34
H -0.79 4.61 -1.34
H 2.12 4.09 -0.71
H 1.54 5.43 -1.87
H 2.61 5.83 -0.42
H 0.60 1.83 2.00
H 1.75 2.98 1.17
H 3.46 3.61 2.78
H 2.63 5.28 2.97
H 3.25 4.32 4.50
C 2.91 -1.87 1.40
C 4.28 -2.29 0.96
O 4.04 -3.51 0.27
C 2.74 -3.49 -0.14
O 2.26 -4.29 -0.89
O 2.07 -2.44 0.41
H 2.80 -0.79 1.44
H 2.65 -2.29 2.38
H 4.73 -1.57 0.26
H 4.96 -2.44 1.79
C 1.16 8.30 1.97
C 1.55 9.46 2.84
O 2.65 8.94 3.58
C 3.18 7.92 2.86
O 4.21 7.37 3.12
O 2.38 7.60 1.81
H 0.76 8.62 1.01
H 0.44 7.64 2.46
H 1.89 10.32 2.26
H 0.75 9.77 3.50
C -0.83 -4.45 -3.02
C -0.70 -5.30 -1.79
O -2.04 -5.36 -1.30
C -2.87 -5.13 -2.36
O -4.06 -5.27 -2.33
O -2.17 -4.71 -3.45
H -0.11 -4.72 -3.79
H -0.73 -3.39 -2.80
H -0.37 -6.31 -2.02
H -0.04 -4.87 -1.05
C 2.07 -9.88 -2.90
C 0.59 -9.82 -2.73
O 0.35 -8.44 -2.49
C 1.39 -7.76 -3.04
O 1.43 -6.56 -3.16
O 2.39 -8.60 -3.42
H 2.38 -10.67 -3.59
H 2.60 -10.02 -1.95
H 0.05 -10.13 -3.63
H 0.24 -10.42 -1.89
C -0.77 1.07 -6.64
C -2.19 1.16 -6.18
O -2.32 0.04 -5.32
C -1.08 -0.27 -4.87
O -0.85 -1.06 -4.00
O -0.13 0.43 -5.55
H -0.33 2.05 -6.83
H -0.66 0.45 -7.53
H -2.39 2.07 -5.61
H -2.90 1.10 -7.01
C 5.22 -6.35 3.51
C 5.70 -5.28 2.57
O 5.45 -4.08 3.30
C 5.42 -4.41 4.62
O 5.39 -3.61 5.51
O 5.42 -5.76 4.79
H 5.79 -7.27 3.42
H 4.15 -6.57 3.39
H 6.77 -5.35 2.37
H 5.15 -5.29 1.63
C -3.94 3.03 5.54
C -5.21 2.41 6.06
O -6.19 3.37 5.73
C -5.71 4.10 4.68
O -6.35 4.88 4.05
O -4.40 3.82 4.45
H -3.22 2.28 5.20
H -3.46 3.68 6.27
H -5.45 1.47 5.56
H -5.17 2.24 7.13
C -2.71 0.06 -10.93
C -2.23 1.13 -11.87
O -2.47 2.33 -11.15
C -2.51 2.01 -9.83
O -2.53 2.81 -8.94
O -2.51 0.66 -9.65
H -2.15 -0.86 -11.02
H -3.78 -0.15 -11.05
H -1.16 1.05 -12.07
H -2.77 1.12 -12.82
C -5.77 -2.46 -2.31
C -5.30 -1.40 -3.25
O -5.57 -0.20 -2.54
C -5.61 -0.52 -1.21
O -5.66 0.29 -0.33
O -5.60 -1.86 -1.03
H -5.19 -3.38 -2.39
H -6.83 -2.70 -2.44
H -4.22 -1.46 -3.44
H -5.83 -1.42 -4.20
C 6.28 2.77 0.20
C 5.33 1.96 -0.63
O 5.69 0.62 -0.31
C 6.29 0.65 0.92
O 6.56 -0.32 1.56
O 6.54 1.93 1.31
H 5.85 3.72 0.52
H 7.23 2.97 -0.32
H 4.29 2.12 -0.35
H 5.45 2.14 -1.70
C -1.99 -6.84 1.53
C -2.57 -7.94 2.37
O -1.75 -9.06 2.05
C -0.56 -8.57 1.60
O 0.41 -9.23 1.41
O -0.62 -7.22 1.41
H -2.08 -5.86 2.00
H -2.43 -6.80 0.53
H -2.49 -7.74 3.44
H -3.62 -8.14 2.13
C 2.11 6.22 6.74
C 0.83 5.62 7.24
O -0.14 6.60 6.89
C 0.37 7.33 5.86
O -0.26 8.13 5.22
O 1.68 7.03 5.65
H 2.82 5.47 6.41
H 2.59 6.86 7.48
H 0.58 4.69 6.73
H 0.85 5.45 8.31
*
```

As for the energy: -209962.5083 eV. Its molar mass is 1449.1 g mol⁻¹. Its max |F| is 5.8 eV Å⁻¹.

---

No. 3
ORCA calculation (wB97M-V/def2-TZVPD) on a molecular structure, C15H32N3O2PPtSi at a distorted geometry.

ORCA input file:
```
! RIJCOSX wB97M-V def2-TZVPD def2/J DEFGRID3
* xyz 0 5
Pt 0.53 0.42 -0.38
Si 2.62 0.73 -1.11
P -0.25 0.40 -2.49
N -0.55 -1.21 0.06
H 1.56 1.54 -0.18
C -2.04 0.31 -2.44
H -2.33 0.26 -3.48
H -2.49 1.18 -1.96
H -2.33 -0.59 -1.89
C 0.12 1.89 -3.41
H -0.38 1.69 -4.35
H 1.19 2.01 -3.55
H -0.30 2.78 -2.93
C 0.35 -0.98 -3.46
H -0.08 -0.77 -4.44
H -0.02 -1.92 -3.06
H 1.44 -1.00 -3.52
C 3.58 2.23 -0.48
H 3.13 2.57 0.46
H 3.53 3.02 -1.23
H 4.59 1.89 -0.32
H 3.28 -0.51 -0.62
H 2.59 0.74 -2.58
C -0.25 -2.46 -0.28
C -1.30 -4.60 -0.24
C -1.40 -3.25 -0.05
C 0.99 -3.01 -0.70
C 1.00 -4.37 -1.00
C -0.14 -5.16 -0.78
H -2.15 -5.21 0.05
H -2.29 -2.71 0.28
H 1.86 -2.37 -0.78
H 1.92 -4.81 -1.38
H -0.11 -6.22 -1.02
C -1.41 2.33 0.52
O -1.65 1.21 -0.03
C -1.43 2.53 1.97
H -0.67 3.22 2.34
H -1.28 1.62 2.56
H -2.39 2.90 2.14
C -0.86 3.49 -0.32
H -1.58 3.82 -1.07
H 0.15 3.44 -0.78
H -0.75 4.26 0.44
C 2.12 -0.59 4.30
N 0.75 -0.90 4.02
C 0.25 -0.55 2.78
N -1.11 -0.59 2.56
O 1.10 -0.18 1.91
H 2.68 -0.43 3.37
H 2.57 -1.41 4.87
H 2.19 0.35 4.88
H 0.14 -1.28 4.74
H -1.45 -0.66 1.61
H -1.71 -1.01 3.26
*
```

As for the energy: -45045.6948 eV. Its molar mass is 540.6 g mol⁻¹. Its max |F| is 3.1 eV Å⁻¹. As for the expectation value of S²: 6.0654.

---

No. 4
ORCA calculation (wB97M-V/def2-TZVPD) on a molecular structure, C4H3AlO4 at a distorted geometry.

ORCA input file:
```
! RIJCOSX wB97M-V def2-TZVPD def2/J DEFGRID3
* xyz 2 1
C -0.52 0.19 -1.06
C -0.69 -0.09 0.24
H -1.62 -0.55 0.60
O 0.31 1.56 -2.62
C 0.63 0.67 -1.83
O 1.59 -0.21 -2.09
H -1.35 0.78 -1.67
O 0.29 0.00 1.17
C -0.04 -0.34 2.43
O 0.87 -0.16 3.28
Al -0.69 -0.77 3.81
H 1.21 -1.08 -2.27
*
```

As for the energy: -18956.9598 eV. Its molar mass is 142.0 g mol⁻¹. Its max |F| is 13.2 eV Å⁻¹.

---

Question: Which value of max |F| does entry 3 give?
Answer: 3.1 eV Å⁻¹